No. 1
This record from the OMol25 dataset describes 2 unconnected molecules or ions with the total composition C4H7O2. The level of theory is the ωB97M-V functional and the def2-TZVPD basis.

Each line ends with the Löwdin charge.
Geometry (Å):
1 C -0.05593 -2.41001 0.01594  -0.09
2 C 1.26339 -2.43710 0.10099  -0.10
3 H -0.54363 -1.54248 -0.41088  0.04
4 H -0.66036 -3.24230 0.36206  0.03
5 H 1.85100 -1.59132 -0.23076  0.04
6 H 1.77570 -3.25268 0.60394  0.03
7 O -0.22023 1.37073 -1.71142  -0.11
8 C -0.05125 1.42700 -0.47321  -0.80
9 O 0.67244 0.70219 0.24772  -0.11
10 C -0.85391 2.54205 0.25417  -0.07
11 H -0.86462 2.38433 1.33317  0.04
12 H -0.43184 3.52264 0.02866  0.05
13 H -1.88075 2.52695 -0.12037  0.05

Summary:
HOMO energy (eV): -3.91
Net charge: -1
Energy relative to the best compared isomer or geometry (same formula, charge and spin) (eV): 0.9785


No. 2
This record from the OMol25 dataset describes a gas-phase ion, C4H7O2 (charge -1). The level of theory is the ωB97M-V functional and the def2-TZVPD basis.

Each line ends with the Löwdin charge.
Geometry (Å):
1 O -2.34844 0.62691 -1.51675  -0.20
2 C -1.24938 1.25920 -1.46333  -0.49
3 C -0.12569 0.86514 -0.76466  -0.21
4 C -0.15116 -0.37850 0.07305  -0.27
5 C 1.12788 -0.71882 0.80601  -0.29
6 O 0.87821 -1.34769 2.08339  -0.12
7 H -1.22937 2.25022 -1.95991  0.07
8 H 0.84272 1.17683 -1.15207  0.04
9 H -0.98525 -0.34042 0.78960  0.10
10 H -0.43462 -1.23011 -0.56309  0.10
11 H 1.71198 -1.45636 0.25721  0.10
12 H 1.80131 0.12075 0.94406  0.09
13 H 0.16179 -0.82715 2.46649  0.06

Summary:
HOMO energy (eV): -2.09
Net charge: -1
Energy relative to the best compared isomer or geometry (same formula, charge and spin) (eV): 2.1423


No. 3
This record from the OMol25 dataset describes 2 unconnected molecules or ions with the total composition C4H7O2. The level of theory is the ωB97M-V functional and the def2-TZVPD basis.

Each line ends with the Löwdin charge.
Geometry (Å):
1 C -1.60682 0.44340 -2.31604  -0.33
2 C 0.29953 0.05894 1.37277  -0.02
3 C -0.72197 -0.97595 1.20523  0.02
4 C -0.43982 -0.16551 -2.61928  -0.10
5 O -2.54109 0.83328 -1.88572  0.18
6 O 0.15653 -0.58693 0.19679  0.22
7 H 0.13355 1.11446 1.41305  0.17
8 H 1.14799 -0.23868 2.01649  0.19
9 H -0.52748 -1.93085 1.57630  0.14
10 H -1.86675 -0.69431 1.19485  0.22
11 H 0.18068 0.49020 -3.37390  0.14
12 H 0.10430 -0.44332 -1.73847  0.03
13 H -0.47002 -1.12978 -3.16646  0.13

Summary:
HOMO energy (spin up / spin down) (eV): -8.48 / -16.52
Net charge: +1
Energy relative to the best compared isomer or geometry (same formula, charge and spin) (eV): 3.2548
Spin multiplicity: 3


No. 4
This record from the OMol25 dataset describes a single C4H7O2P molecule. The level of theory is the ωB97M-V functional and the def2-TZVPD basis.

Each line ends with the Löwdin charge.
Geometry (Å):
1 C 2.00241 0.95847 0.17754  -0.19
2 C 1.47639 1.47388 1.23030  0.12
3 C 1.11439 0.32297 -0.99169  -0.22
4 C -1.63314 -1.56816 0.42776  -0.17
5 O -2.59575 0.84879 -0.00164  -0.33
6 O -0.30207 0.41640 -0.82816  -0.30
7 P -1.37710 0.20045 0.41830  0.68
8 H 3.01689 1.02664 -0.23783  0.10
9 H 0.61511 1.65742 1.77730  -0.02
10 H 1.31255 0.97387 -1.89818  0.13
11 H 1.56761 -0.69053 -1.11361  0.12
12 H -2.28834 -1.70603 -0.37244  0.04
13 H -0.76033 -1.90414 0.12498  -0.02
14 H -2.14863 -2.01001 1.28737  0.07

Summary:
HOMO energy (spin up / spin down) (eV): -8.78 / -8.63
Net charge: 0
Energy relative to the best compared isomer or geometry (same formula, charge and spin) (eV): 4.4491


No. 5
This record from the OMol25 dataset describes a single C4H7O3 molecule. The level of theory is the ωB97M-V functional and the def2-TZVPD basis.

Each line ends with the Löwdin charge.
Geometry (Å):
1 O 0.31625 1.18282 1.77354  0.13
2 H -0.46617 1.46483 1.05917  0.17
3 C -1.00976 -0.54134 -2.00640  -0.05
4 C -0.66752 0.17005 -0.75154  -0.48
5 O -1.23894 1.23283 -0.37462  -0.05
6 C 0.42205 -0.42356 -0.00730  -0.04
7 C 0.99368 0.04059 1.13573  -0.38
8 O 1.38845 -0.89166 2.05341  0.03
9 H -0.86874 -1.62631 -1.89307  0.08
10 H -2.03752 -0.36000 -2.35460  0.08
11 H -0.34136 -0.25686 -2.84052  0.09
12 H 0.68424 -1.42632 -0.28786  0.11
13 H 0.96183 1.92075 1.67217  0.17
14 H 1.86349 -0.48581 2.82189  0.13

Summary:
HOMO energy (spin up / spin down) (eV): -6.02 / -8.73
Net charge: 0
Energy relative to the best compared isomer or geometry (same formula, charge and spin) (eV): 1.0570
Spin multiplicity: 2


No. 6
This record from the OMol25 dataset describes a single C4H7O3P molecule. The level of theory is the ωB97M-V functional and the def2-TZVPD basis.

Each line ends with the Löwdin charge.
Geometry (Å):
1 C -0.65192 -0.72752 -0.75679  -0.50
2 C 1.81073 -0.86127 0.01092  -0.04
3 C 0.05666 0.94327 0.87689  -0.04
4 C 0.58135 -0.03494 -0.32053  -0.38
5 O -0.82283 -1.77852 -1.29760  0.18
6 O -3.10919 -0.00847 0.73779  -0.28
7 O -2.29576 1.31723 -1.37976  -0.24
8 P -2.12969 0.27839 -0.37900  0.65
9 H 1.40268 -1.80312 0.44989  0.11
10 H 2.48160 -1.01268 -0.85374  0.09
11 H 2.33695 -0.14409 0.65036  0.08
12 H -0.82745 1.47071 0.42759  0.04
13 H -0.28251 0.14374 1.61229  0.11
14 H 0.65724 1.70852 1.41754  0.10
15 H 0.79214 0.50875 -1.19586  0.12

Summary:
HOMO energy (spin up / spin down) (eV): -7.18 / -11.50
Net charge: 0
Spin multiplicity: 3